[1]
One molecule with the formula C5H9NO. Source: the OMol25 dataset; level of theory: wB97M-V/def2-TZVPD.

**LUMO**: 0.6 eV
**ΔE to the lowest compared entry with this formula, charge and spin**: 5.892 eV
**Largest force on an atom**: 0.49 eV/Å
**E**: -325.72101 hartree
**HOMO**: -8.53 eV

```
16
C5H9NO wB97M-V/def2-TZVPD
O -0.04 1.86 2.34
N -0.54 -1.55 -1.32
C 0.20 -0.45 -1.93
C 0.43 1.08 1.27
C 0.72 -1.60 0.25
C 0.06 -0.50 -0.46
C -0.67 0.50 0.37
H 1.02 0.22 1.63
H -1.18 1.28 -0.21
H -0.37 0.31 -2.46
H -0.50 1.26 2.94
H 1.12 -0.77 -2.42
H 1.10 1.71 0.67
H -1.56 -1.45 -1.34
H 1.63 -1.87 -0.32
H -1.41 -0.01 1.00
```

[2]
C5H9NO as an isolated structure. Source: the OMol25 dataset; level of theory: wB97M-V/def2-TZVPD.

**LUMO (alpha / beta)**: 0.4 / 0.4 eV
**ΔE to the lowest compared entry with this formula, charge and spin**: 4.733 eV
**Largest force on an atom**: 0.95 eV/Å
**E**: -325.76363 hartree
**HOMO (alpha / beta)**: -7.97 / -7.60 eV

```
16
C5H9NO wB97M-V/def2-TZVPD
O 1.01 1.47 -0.98
N 1.75 1.03 1.05
C -0.80 -0.42 1.16
C -0.17 -0.10 -0.18
C 1.24 0.47 -0.11
C -0.42 -1.21 -1.22
C -0.35 1.22 -0.94
H -0.15 -2.19 -0.83
H -1.48 -1.21 -1.48
H -0.34 -1.32 1.59
H 1.75 0.41 1.85
H -1.87 -0.63 1.03
H -0.81 1.26 -1.93
H 0.16 -1.03 -2.13
H -0.70 0.40 1.86
H 1.17 1.86 1.24
```

[3]
One molecule with the formula C5H9NO. Source: the OMol25 dataset; level of theory: wB97M-V/def2-TZVPD.

**LUMO**: 0.3 eV
**ΔE to the lowest compared entry with this formula, charge and spin**: 4.542 eV
**Largest force on an atom**: 0.40 eV/Å
**E**: -325.77063 hartree
**HOMO**: -8.12 eV

```
16
C5H9NO wB97M-V/def2-TZVPD
O 1.62 1.01 -0.95
N 0.34 -0.52 1.37
C -1.06 -0.09 1.33
C 0.78 -1.02 0.08
C -1.68 0.54 0.15
C 0.63 0.00 -1.05
C -0.80 0.61 -1.04
H 0.19 -1.92 -0.15
H -0.71 1.70 -1.17
H 1.49 1.47 -0.11
H -1.31 0.46 2.25
H 0.94 0.24 1.69
H 1.83 -1.33 0.15
H -1.70 -0.99 1.40
H 0.82 -0.48 -2.01
H -1.38 0.33 -1.93
```

[4]
A 3-piece molecular cluster, C5H9NO overall. Source: the OMol25 dataset; level of theory: wB97M-V/def2-TZVPD.

**LUMO (alpha / beta)**: -1.1 / -1.1 eV
**ΔE to the lowest compared entry with this formula, charge and spin**: 5.914 eV
**Largest force on an atom**: 0.55 eV/Å
**E**: -325.72020 hartree
**HOMO (alpha / beta)**: -8.80 / -8.80 eV

```
16
C5H9NO wB97M-V/def2-TZVPD
O 2.38 0.08 -0.43
N 0.49 -0.53 -1.77
C -0.65 -0.92 -0.88
C 1.25 -0.12 -0.75
C 0.35 -0.70 1.59
C -0.65 1.25 0.34
C -0.12 -0.06 0.28
H -0.36 1.72 -1.17
H -0.06 1.16 -1.71
H 1.05 -0.03 2.09
H -0.67 -1.99 -0.68
H -0.49 -0.91 2.26
H 0.87 -1.64 1.38
H -1.70 1.47 0.15
H -1.62 -0.62 -1.29
H -0.12 2.01 0.93
```

[5]
One molecule with the formula C5H9NO. Source: the OMol25 dataset; level of theory: wB97M-V/def2-TZVPD.

**LUMO**: 0.9 eV
**ΔE to the lowest compared entry with this formula, charge and spin**: 0.846 eV
**Largest force on an atom**: 0.40 eV/Å
**E**: -325.90645 hartree
**HOMO**: -9.99 eV
**SMILES**: [H]/N=C1/CCCCO1

```
16
C5H9NO wB97M-V/def2-TZVPD
O 0.59 1.33 -0.52
N 2.56 0.58 0.43
C 0.86 -1.06 -0.15
C 1.40 0.34 -0.02
C -0.78 1.31 -0.11
C -1.44 -0.05 -0.24
C -0.58 -1.17 0.36
H -0.60 -1.10 1.46
H -2.42 -0.03 0.26
H 0.87 -1.32 -1.22
H -0.83 1.67 0.93
H -1.63 -0.26 -1.30
H 2.72 1.59 0.40
H -1.27 2.05 -0.74
H 1.54 -1.74 0.36
H -1.00 -2.14 0.09
```

[6]
C5H9NO as an isolated structure. Source: the OMol25 dataset; level of theory: wB97M-V/def2-TZVPD.

**LUMO**: 0.7 eV
**ΔE to the lowest compared entry with this formula, charge and spin**: 4.456 eV
**Largest force on an atom**: 0.50 eV/Å
**E**: -325.77381 hartree
**HOMO**: -8.67 eV

```
16
C5H9NO wB97M-V/def2-TZVPD
O 0.11 1.10 1.31
N 2.36 0.94 -0.15
C -1.49 -0.03 -0.08
C 0.80 -1.03 -0.23
C 1.25 0.40 -0.11
C -0.63 -1.25 0.28
C -0.63 1.19 0.23
H -1.04 -2.17 -0.14
H 0.21 1.05 -0.78
H -1.82 -0.03 -1.12
H -0.60 -1.34 1.36
H 2.47 1.94 -0.11
H -2.38 0.00 0.56
H -1.05 2.17 -0.06
H 0.90 -1.29 -1.29
H 1.52 -1.63 0.33
```

[7]
One molecule with the formula C5H9NO. Source: the OMol25 dataset; level of theory: wB97M-V/def2-TZVPD.

**LUMO**: 1.0 eV
**ΔE to the lowest compared entry with this formula, charge and spin**: 0.934 eV
**Largest force on an atom**: 0.53 eV/Å
**E**: -325.90323 hartree
**HOMO**: -9.66 eV
**SMILES**: CC1(C)COC=N1

```
16
C5H9NO wB97M-V/def2-TZVPD
O -2.08 -0.14 0.49
N -0.71 0.63 -1.15
C 0.88 1.21 0.61
C 0.19 0.05 -0.11
C -0.81 -0.72 0.78
C 1.19 -0.91 -0.73
C -1.89 0.49 -0.70
H -0.86 -1.77 0.46
H -0.60 -0.69 1.86
H -2.80 0.82 -1.19
H 1.40 1.84 -0.13
H 1.93 -0.39 -1.34
H 1.71 -1.48 0.05
H 0.65 -1.62 -1.38
H 1.62 0.85 1.33
H 0.15 1.84 1.13
```

[8]
One molecule with the formula C5H9NO at a distorted geometry. Source: the OMol25 dataset; level of theory: wB97M-V/def2-TZVPD.

**LUMO**: 0.8 eV
**ΔE to the lowest compared entry with this formula, charge and spin**: 0.867 eV
**Largest force on an atom**: 1.78 eV/Å
**E**: -325.90569 hartree
**HOMO**: -9.22 eV
**SMILES**: C=C(C)CC(N)=O

```
16
C5H9NO wB97M-V/def2-TZVPD
O 1.62 2.03 -0.20
N 0.76 0.86 -1.94
C -0.65 0.46 1.78
C -0.31 -0.38 0.77
C 1.12 1.00 -0.62
C 1.07 -0.33 0.20
C -1.33 -1.23 0.07
H 0.09 1.03 2.32
H 1.28 -1.20 -0.44
H 0.92 1.67 -2.53
H 0.02 0.23 -2.23
H -1.58 -0.82 -0.91
H -0.95 -2.25 -0.07
H -2.26 -1.31 0.65
H -1.66 0.47 2.18
H 1.84 -0.25 0.97
```

[9]
One molecule with the formula C5H9NO. Source: the OMol25 dataset; level of theory: wB97M-V/def2-TZVPD.

**LUMO**: 0.9 eV
**ΔE to the lowest compared entry with this formula, charge and spin**: 0.923 eV
**Largest force on an atom**: 0.34 eV/Å
**E**: -325.90364 hartree
**HOMO**: -9.59 eV
**SMILES**: [H]/N=C1/CCCCO1

```
16
C5H9NO wB97M-V/def2-TZVPD
O -1.21 -0.97 -0.08
N -1.03 -0.81 -2.34
C -0.70 -0.67 1.22
C 0.87 1.02 0.31
C -0.70 -0.40 -1.20
C 0.74 -0.22 1.19
C 0.26 0.77 -1.08
H -1.33 0.11 1.67
H 1.36 -1.04 0.79
H 1.08 -0.02 2.21
H -0.26 1.66 -1.44
H -0.83 -1.59 1.80
H 1.91 1.32 0.21
H -1.68 -1.60 -2.24
H 0.35 1.85 0.80
H 1.05 0.58 -1.81
```

[10]
One molecule with the formula C5H9NO at a distorted geometry. Source: the OMol25 dataset; level of theory: wB97M-V/def2-TZVPD.

**LUMO**: 0.9 eV
**ΔE to the lowest compared entry with this formula, charge and spin**: 3.594 eV
**Largest force on an atom**: 5.50 eV/Å
**E**: -325.80549 hartree
**HOMO**: -7.92 eV
**SMILES**: N/C=C/CCC=O

```
16
C5H9NO wB97M-V/def2-TZVPD
O 0.82 2.56 -1.43
N 0.13 -1.34 2.97
C -0.39 -0.85 0.52
C -0.43 0.46 -1.77
C -0.02 -0.55 1.79
C -0.29 2.01 -1.75
C 0.42 -0.22 -0.69
H 0.16 -2.34 3.02
H 1.06 0.49 -0.39
H -1.01 2.76 -2.26
H -1.50 0.16 -2.02
H 0.44 0.47 1.90
H 0.89 -1.18 3.54
H -0.02 0.29 -2.77
H -1.18 -1.58 0.35
H 0.92 -1.14 -1.02
```

[11]
One molecule with the formula C5H9NO at a distorted geometry. Source: the OMol25 dataset; level of theory: wB97M-V/def2-TZVPD.

**LUMO**: 0.7 eV
**ΔE to the lowest compared entry with this formula, charge and spin**: 2.782 eV
**Largest force on an atom**: 4.32 eV/Å
**E**: -325.83533 hartree
**HOMO**: -7.95 eV
**SMILES**: C=C(C)CC(N)=O

```
16
C5H9NO wB97M-V/def2-TZVPD
O -0.47 -0.36 1.50
N -2.55 -0.03 0.68
C -0.54 0.94 -0.38
C 2.02 0.63 0.46
C 1.04 -1.22 -0.90
C -1.23 0.29 0.74
C 0.95 0.02 -0.05
H 1.94 1.52 1.07
H 3.02 0.26 0.26
H 1.76 -1.11 -1.71
H 1.34 -2.08 -0.29
H -3.17 0.44 0.04
H 0.11 -1.52 -1.38
H -1.03 0.85 -1.35
H -2.94 -0.58 1.43
H -0.23 1.95 -0.11
```

[12]
One molecule with the formula C5H9NO at a distorted geometry. Source: the OMol25 dataset; level of theory: wB97M-V/def2-TZVPD.

**LUMO**: 0.8 eV
**ΔE to the lowest compared entry with this formula, charge and spin**: 1.258 eV
**Largest force on an atom**: 1.21 eV/Å
**E**: -325.89133 hartree
**HOMO**: -10.80 eV
**SMILES**: CC[C@@H](O)CC#N

```
16
C5H9NO wB97M-V/def2-TZVPD
O -0.18 -1.57 -0.95
N -1.82 2.44 0.35
C -2.02 1.30 0.29
C 0.67 0.04 0.67
C -1.89 -0.12 -0.01
C 2.01 0.14 -0.07
C -0.40 -0.30 -0.39
H -0.26 0.45 -1.18
H 2.83 0.45 0.58
H 1.92 0.88 -0.88
H 0.47 0.98 1.18
H 2.29 -0.81 -0.54
H 0.41 -2.03 -0.34
H -2.29 -0.79 0.75
H 0.71 -0.72 1.46
H -2.46 -0.33 -0.92
```